# 1
53
Properties=species:S:1:pos:R:3:mulliken_charge:R:1 method="wB97M-V/def2-TZVPD" spin_multiplicity=1 e_above_lowest_kcal_mol=46.2 molar_mass_da=337.3 homo_lumo_gap_ev=8.4 total_charge=-1 energy_ha=-1372.2719 fmax_ev_per_a=4.81
C 0.512 -0.866 0.297 0.11
N 1.542 -0.897 1.304 0.16
C 2.796 -0.281 1.218 0.45
O 3.145 0.177 0.086 -0.83
O 3.491 -0.257 2.293 -0.95
C -0.328 0.501 0.414 0.04
N 0.298 1.301 -0.642 -0.16
H -0.018 -1.756 0.479 -0.32
H 1.006 -1.026 -0.733 0.22
H 1.255 -1.220 2.255 0.20
H -1.396 0.201 0.169 0.01
H -0.318 0.830 1.508 0.08
H 0.229 0.947 -1.635 0.10
H 1.280 1.395 -0.565 0.36
H -1.956 2.807 -0.323 0.34
H -2.915 1.831 -0.715 0.40
O -2.891 2.544 -0.153 -0.70
H -0.488 0.791 -4.769 0.27
H -0.951 0.469 -3.421 0.32
O -0.310 0.173 -4.033 -0.64
H -0.089 4.198 -0.594 0.29
H 0.496 4.701 0.682 0.36
O -0.335 4.715 0.173 -0.67
H 0.217 3.570 2.622 0.26
H 1.683 3.391 2.775 0.40
O 0.990 3.936 2.379 -0.63
H -1.311 -3.498 0.755 0.31
H -2.588 -3.134 1.589 0.49
O -2.267 -3.716 0.809 -0.82
H -2.926 -0.422 -2.145 0.36
H -1.851 0.296 -1.437 0.16
O -2.442 0.393 -2.223 -0.74
H 3.024 0.995 3.431 0.38
H 3.503 2.056 2.417 0.32
O 2.884 2.041 3.171 -0.79
H -2.749 -2.780 -0.506 0.34
H -2.396 -2.473 -1.949 0.36
O -2.967 -2.172 -1.248 -0.70
H 3.949 -0.926 -0.876 0.41
H 3.834 -0.535 -2.427 0.29
O 4.041 -1.362 -1.850 -0.73
H -1.133 -2.421 2.910 0.32
H -1.855 -0.902 2.678 0.32
O -1.913 -1.830 2.700 -0.69
H 2.736 -2.686 -0.308 0.29
H 2.435 -3.084 -1.837 0.34
O 2.050 -3.187 -0.924 -0.66
H -0.143 -2.360 -2.409 0.26
H -0.398 -1.795 -3.762 0.32
O -0.844 -2.232 -3.003 -0.66
H -3.000 0.939 1.212 0.31
H -1.964 1.615 2.087 0.39
O -2.654 1.003 2.073 -0.66



# 2
89
Properties=species:S:1:pos:R:3:mulliken_charge:R:1 method="wB97M-V/def2-TZVPD" spin_multiplicity=2 e_above_lowest_kcal_mol=53.7 molar_mass_da=744.7 homo_lumo_gap_ev="8.0 / 8.0" energy_ha=-3266.0922 fmax_ev_per_a=5.15
Yb -0.532 0.787 0.592 1.16
C 0.265 -1.141 2.020 -0.39
C 0.421 -1.654 0.708 0.48
C 1.451 -0.812 0.141 0.30
C 1.849 0.119 1.141 -1.07
C 1.185 -0.138 2.355 -0.32
C 1.455 0.304 3.808 2.11
C 0.273 0.081 4.772 -1.61
C 1.884 1.753 3.990 -1.73
C 2.686 -0.508 4.223 -1.89
C 2.293 -0.981 -1.096 2.17
C 3.497 -1.941 -0.734 -1.91
C 2.921 0.392 -1.507 -1.92
C 1.574 -1.566 -2.357 -0.44
C -0.246 -2.979 0.278 2.84
C 0.848 -4.095 0.115 -1.96
C -1.007 -2.964 -1.073 -1.59
C -1.229 -3.427 1.351 -2.32
H -0.454 -1.559 2.657 0.61
H 2.673 0.808 1.124 0.35
H -0.638 0.687 4.445 0.15
H 0.505 0.307 5.827 0.46
H -0.003 -0.971 4.783 0.38
H 1.239 2.433 3.499 0.20
H 2.821 1.890 3.472 0.38
H 1.963 1.998 5.051 0.50
H 2.474 -1.576 4.075 0.34
H 2.745 -0.300 5.251 0.56
H 3.602 -0.269 3.681 0.29
H 4.294 -1.497 -0.132 0.30
H 4.019 -2.196 -1.688 0.41
H 3.123 -2.783 -0.257 0.44
H 3.679 0.717 -0.771 0.36
H 2.125 1.084 -1.737 0.28
H 3.440 0.236 -2.428 0.61
H 1.711 -2.630 -2.397 0.23
H 2.214 -1.185 -3.261 0.48
H 0.628 -1.213 -2.461 -1.22
H 1.343 -4.058 -0.857 0.30
H 0.414 -5.086 0.146 0.54
H 1.605 -4.100 0.855 0.34
H -0.285 -2.748 -1.795 0.20
H -1.815 -2.250 -1.073 -0.17
H -1.404 -3.945 -1.226 0.60
H -0.677 -3.777 2.183 0.48
H -1.856 -4.212 0.942 0.49
H -1.882 -2.626 1.686 0.19
N -2.821 2.205 0.010 -0.22
N -3.906 1.396 0.344 -0.37
C -3.521 0.036 0.635 0.17
O -4.293 -0.874 0.365 -0.70
O -2.368 -0.055 1.227 -0.22
H -2.882 3.026 0.531 0.33
H -2.765 2.412 -0.999 0.32
H -4.651 1.497 -0.411 0.28
B 1.379 3.889 1.210 0.61
N 0.083 3.704 2.084 -0.98
C -0.385 4.528 3.029 -0.25
C -1.562 4.026 3.548 -1.37
C -1.759 2.806 2.896 -0.35
N -0.785 2.648 1.994 1.02
N 0.913 3.745 -0.305 -0.43
C 1.205 4.634 -1.310 -0.20
C 0.621 4.138 -2.483 -1.33
C 0.042 2.949 -2.144 -0.32
N 0.186 2.700 -0.826 0.43
H 1.831 4.989 1.322 -0.19
H 2.068 2.974 1.384 -0.21
H 0.137 5.418 3.040 0.53
H -2.184 4.512 4.284 0.48
H -2.633 2.126 2.910 0.55
H 1.861 5.510 -0.983 0.32
H 0.659 4.580 -3.404 0.62
H -0.571 2.332 -2.827 0.33
C -3.836 -2.115 -3.428 -0.79
N -2.470 -1.881 -3.822 0.36
C -1.900 -2.420 -5.011 -0.67
C -0.628 -1.477 -5.283 -0.72
N -0.825 -0.439 -4.278 -0.04
C -1.772 -0.758 -3.411 -0.77
S -2.106 0.057 -1.991 0.11
H -4.140 -3.170 -3.562 0.34
H -4.566 -1.588 -4.052 0.33
H -3.943 -1.804 -2.366 0.26
H -2.691 -2.316 -5.750 0.40
H -1.625 -3.493 -4.908 0.32
H -0.665 -1.121 -6.304 0.43
H 0.238 -2.028 -5.188 0.30
H -0.161 0.292 -4.088 0.30



# 3
14
Properties=species:S:1:pos:R:3:mulliken_charge:R:1 method="wB97M-V/def2-TZVPD" spin_multiplicity=1 e_above_lowest_kcal_mol=99.1 molar_mass_da=104.2 homo_lumo_gap_ev=9.3 energy_ha=-626.6654 fmax_ev_per_a=3.72
C -0.901 1.993 -0.545 -0.74
N -0.855 0.466 -0.903 -0.32
N -1.233 -0.231 0.251 -0.47
C -0.269 -0.855 0.884 -0.27
C 1.252 -0.984 0.536 -0.19
S 1.346 -2.687 0.129 -0.24
H -0.136 2.461 0.140 0.25
H -1.998 2.387 -0.414 0.30
H -0.837 2.356 -1.561 0.32
H -1.707 0.245 -1.540 0.30
H -0.836 -1.373 1.788 0.36
H 1.699 -0.269 -0.381 0.30
H 1.697 -0.752 1.613 0.27
H 2.778 -2.757 0.002 0.14



# 4
11
Properties=species:S:1:pos:R:3:mulliken_charge:R:1 method="wB97M-V/def2-TZVPD" spin_multiplicity=1 e_above_lowest_kcal_mol=64.8 molar_mass_da=152.3 homo_lumo_gap_ev="8.1 / 5.7" energy_ha=-1382.5688 fmax_ev_per_a=3.47
C -0.426 -0.151 1.552 0.42
C -1.723 -0.760 1.247 -0.51
N 0.589 0.380 1.378 -0.47
N 2.793 0.734 -1.508 -0.40
S -1.805 -0.783 -0.679 0.09
S -3.033 0.710 -0.735 -0.18
S 1.313 0.268 -1.053 -0.04
H -1.632 -1.849 1.603 0.26
H -2.652 -0.257 1.470 0.37
H 3.445 0.070 -1.277 0.22
H 3.131 1.638 -1.999 0.24



# 5
74
Properties=species:S:1:pos:R:3:mulliken_charge:R:1 method="wB97M-V/def2-TZVPD" spin_multiplicity=2 e_above_lowest_kcal_mol=0.0 molar_mass_da=684.3 homo_lumo_gap_ev="6.0 / 6.0" energy_ha=-3194.0217 fmax_ev_per_a=0.80
Ti 0.054 0.041 -0.040 -1.17
O 0.355 7.014 -0.946 -0.73
C 0.013 6.490 0.123 0.35
O -0.399 6.939 1.202 -0.73
C 0.073 4.931 0.091 -0.65
C 0.523 4.273 -1.042 -0.95
C 0.588 2.892 -1.033 0.70
N 0.209 2.184 0.045 0.57
C -0.250 2.813 1.140 0.81
C -0.322 4.193 1.195 -1.07
C -0.692 1.927 2.236 0.19
C -1.232 2.418 3.417 -0.86
C -1.661 1.521 4.380 -0.65
C -1.567 0.160 4.138 -1.03
C -1.037 -0.255 2.936 -0.29
N -0.599 0.606 2.011 0.77
C 1.048 2.070 -2.166 0.53
C 1.383 2.613 -3.400 -0.79
C 1.813 1.766 -4.404 -0.74
C 1.883 0.402 -4.158 -0.94
C 1.491 -0.070 -2.922 -0.38
N 1.077 0.744 -1.943 1.01
H 0.812 4.890 -1.883 0.67
H -0.671 4.757 2.050 0.71
H -1.318 3.481 3.580 0.50
H -2.080 1.886 5.309 0.45
H -1.905 -0.570 4.859 0.49
H -0.963 -1.305 2.684 0.57
H 1.310 3.677 -3.565 0.49
H 2.088 2.164 -5.372 0.44
H 2.216 -0.292 -4.917 0.48
H 1.484 -1.126 -2.687 0.52
C 6.612 0.270 0.320 -0.56
C 5.609 0.672 -0.549 -0.71
C 4.295 0.290 -0.320 -0.20
C 3.975 -0.505 0.778 0.61
C 4.987 -0.900 1.653 -0.63
C 6.299 -0.516 1.423 -0.77
P 2.243 -1.012 1.007 2.86
C 2.087 -1.130 2.817 0.13
C 1.712 -2.298 3.470 -0.61
C 1.499 -2.291 4.844 -0.73
C 1.661 -1.122 5.571 -0.55
C 2.041 0.049 4.924 -0.75
C 2.251 0.045 3.555 -0.36
C 2.086 -2.696 0.389 0.23
C 3.001 -3.696 0.722 -0.35
C 2.789 -4.991 0.291 -0.94
C 1.667 -5.274 -0.475 -0.89
C 0.747 -4.290 -0.823 1.08
C -0.376 -4.608 -1.700 -0.98
C -1.160 -3.656 -2.210 -0.94
C -1.054 -2.241 -1.833 -0.98
C 0.007 -1.884 -0.742 0.97
C 0.938 -2.962 -0.376 -0.34
H 7.635 0.576 0.145 0.39
H 5.847 1.294 -1.403 0.44
H 3.511 0.618 -0.993 -0.02
H 4.748 -1.498 2.524 0.39
H 7.077 -0.825 2.108 0.41
H 1.581 -3.216 2.909 0.38
H 1.210 -3.207 5.344 0.42
H 1.498 -1.121 6.641 0.41
H 2.173 0.966 5.485 0.47
H 2.542 0.961 3.052 0.45
H 3.875 -3.452 1.315 0.40
H 3.495 -5.774 0.538 0.44
H 1.498 -6.286 -0.826 0.39
H -0.514 -5.646 -1.980 0.34
H -1.928 -3.921 -2.928 0.45
H -1.148 -1.542 -2.666 0.30
F -2.385 -2.398 0.451 -0.36
B -1.605 -1.756 -0.459 0.76
F -1.933 -0.282 -0.497 -0.34



# 6
110
Properties=species:S:1:pos:R:3:mulliken_charge:R:1 method="wB97M-V/def2-TZVPD" spin_multiplicity=1 molar_mass_da=721.9 homo_lumo_gap_ev=10.2 energy_ha=-2425.5302 fmax_ev_per_a=6.00
O -1.784 -2.976 4.104 -0.58
C -2.550 -2.776 3.199 0.64
O -2.556 -1.839 2.245 -0.17
C -1.658 -0.704 2.398 0.22
C -2.012 0.341 3.515 -1.23
C -3.696 -3.675 3.013 -0.82
H -1.751 -0.194 1.415 -0.01
H -0.600 -1.052 2.433 0.21
H -1.867 -0.084 4.481 0.41
H -3.059 0.752 3.415 0.21
H -1.238 1.117 3.406 0.42
H -3.375 -4.694 2.923 0.19
H -4.266 -3.362 2.137 0.23
H -4.231 -3.499 3.959 0.28
O 4.564 -2.799 -3.452 -0.64
C 4.998 -1.998 -2.716 0.77
O 6.118 -2.223 -1.956 -0.37
C 6.821 -3.549 -2.107 -0.30
C 6.529 -4.494 -0.924 -1.01
C 4.309 -0.732 -2.405 -0.45
H 7.883 -3.298 -2.058 0.27
H 6.583 -4.063 -3.036 0.34
H 6.924 -4.154 0.019 0.26
H 6.925 -5.441 -1.173 0.38
H 5.477 -4.480 -0.836 0.28
H 3.839 -0.904 -1.480 0.01
H 3.712 -0.426 -3.246 0.00
H 5.074 0.083 -2.134 0.36
O -4.419 2.742 2.517 -0.51
C -5.263 3.542 2.261 0.69
O -5.119 4.676 1.657 -0.29
C -3.766 5.175 1.565 -0.16
C -3.831 6.577 1.092 -1.08
C -6.734 3.295 2.673 -1.10
H -3.303 4.576 0.753 0.14
H -3.242 5.073 2.502 0.43
H -4.410 7.138 1.886 0.31
H -4.256 6.454 0.064 0.31
H -2.799 6.992 1.113 0.32
H -7.207 2.972 1.708 0.27
H -7.302 4.146 3.120 0.30
H -6.685 2.431 3.273 0.36
O -2.281 -1.336 -2.643 -0.62
C -2.549 -0.648 -1.683 0.88
O -1.558 0.033 -1.013 -0.32
C -0.265 -0.166 -1.689 -0.22
C 0.341 -1.372 -1.097 -0.43
C -3.846 -0.324 -1.122 -0.99
H 0.263 0.796 -1.516 -0.04
H -0.447 -0.216 -2.703 0.50
H -0.199 -2.331 -1.222 0.28
H 0.454 -1.245 -0.005 0.01
H 1.359 -1.564 -1.467 0.14
H -3.648 0.652 -0.672 0.23
H -4.152 -1.056 -0.313 0.11
H -4.632 -0.347 -1.844 0.41
C -3.415 -7.191 0.525 -1.02
C -2.558 -6.277 -0.247 0.50
N -1.929 -5.668 -0.959 -0.48
H -2.857 -7.480 1.423 0.37
H -3.695 -8.005 -0.134 0.36
H -4.316 -6.743 0.916 0.31
C -3.874 -4.938 -3.374 -0.75
C -4.706 -5.300 -2.257 0.50
N -5.268 -5.587 -1.274 -0.53
H -3.226 -4.071 -3.244 0.16
H -4.523 -4.757 -4.212 0.35
H -3.200 -5.806 -3.492 0.27
C 1.029 8.530 -1.507 -0.85
C -0.063 7.706 -1.808 0.54
N -0.917 6.936 -2.050 -0.48
H 1.998 7.917 -1.507 0.22
H 1.130 9.011 -0.554 0.32
H 1.130 9.269 -2.297 0.32
C 0.567 5.180 0.479 0.16
C 0.938 5.454 1.859 0.27
N 1.147 5.689 2.962 -0.49
H 0.937 4.164 0.190 0.01
H 0.995 5.941 -0.158 -0.12
H -0.527 5.050 0.355 0.12
C 0.402 -4.610 2.150 -0.31
C -0.531 -5.651 2.514 0.29
N -1.283 -6.408 2.935 -0.56
H -0.203 -3.889 1.642 -0.14
H 1.153 -5.135 1.568 0.39
H 0.782 -4.047 3.002 0.33
C 4.939 -1.220 1.990 -0.88
C 4.245 -2.349 1.412 0.39
N 3.401 -2.951 0.910 -0.34
H 5.723 -1.603 2.604 0.36
H 4.211 -0.633 2.560 0.24
H 5.416 -0.616 1.241 0.26
C 3.877 3.503 3.956 -0.82
C 3.729 3.013 2.548 0.24
N 3.487 2.521 1.579 -0.27
H 4.924 3.498 4.281 0.32
H 3.353 2.853 4.650 0.26
H 3.550 4.536 3.976 0.29
C 2.551 3.298 -2.582 -0.26
C 3.138 4.620 -2.798 0.15
N 3.718 5.600 -2.817 -0.45
H 1.525 3.355 -2.242 0.16
H 3.193 2.849 -1.884 0.19
H 2.591 2.733 -3.580 0.22
C 1.987 -1.813 -5.255 -0.39
C 1.831 -0.353 -5.283 0.41
N 1.672 0.784 -5.208 -0.50
H 2.889 -2.043 -4.604 -0.03
H 2.199 -2.101 -6.281 0.33
H 1.120 -2.316 -4.956 0.27



# 7
94
Properties=species:S:1:pos:R:3:mulliken_charge:R:1 method="wB97M-V/def2-TZVPD" spin_multiplicity=1 molar_mass_da=913.3 smiles="O=C1OCCO1.O=C1OCCO1.O=C1OCCO1.O=C1OCCO1.O=C1OCCO1.O=C1OCCO1.O=C1OCCO1.ClCCCl.ClCCCl.ClCCCl" homo_lumo_gap_ev=10.4 energy_ha=-5393.9199 fmax_ev_per_a=5.53
O -29.012 26.227 11.426 -0.58
C -29.246 27.364 11.058 0.72
O -29.071 27.793 9.796 -0.33
C -29.540 29.095 9.561 -0.21
C -30.052 29.424 10.919 -0.28
O -29.972 28.205 11.716 -0.32
H -28.771 29.732 9.123 0.26
H -30.393 29.085 8.883 0.22
H -31.075 29.774 10.776 0.26
H -29.476 30.216 11.396 0.26
O -23.371 28.409 21.406 -0.58
C -23.953 27.673 20.566 0.70
O -24.855 28.130 19.671 -0.33
C -25.494 27.094 18.902 -0.20
C -24.498 25.942 19.261 -0.31
O -23.688 26.398 20.345 -0.31
H -26.509 26.938 19.268 0.24
H -25.495 27.216 17.819 0.26
H -23.905 25.629 18.401 0.27
H -25.049 25.071 19.616 0.25
O -22.810 25.696 12.865 -0.59
C -22.946 24.590 12.309 0.69
O -22.729 23.401 12.776 -0.31
C -23.106 22.333 11.825 -0.21
C -23.521 23.114 10.585 -0.26
O -23.426 24.484 11.012 -0.34
H -22.265 21.699 11.542 0.28
H -23.980 21.704 11.997 0.26
H -24.539 22.920 10.247 0.25
H -22.837 22.871 9.772 0.22
O -16.284 21.670 10.945 -0.54
C -15.154 21.325 11.176 0.69
O -14.669 20.077 11.156 -0.33
C -13.338 19.997 11.475 -0.26
C -12.928 21.508 11.587 -0.30
O -14.178 22.146 11.552 -0.32
H -13.111 19.543 12.439 0.28
H -12.735 19.638 10.641 0.27
H -12.272 21.715 10.741 0.23
H -12.359 21.706 12.495 0.28
O -32.515 24.658 6.041 -0.55
C -32.037 23.740 6.745 0.67
O -32.631 23.071 7.839 -0.32
C -31.884 21.970 8.169 -0.21
C -30.538 22.377 7.634 -0.32
O -30.784 23.175 6.578 -0.31
H -31.886 21.854 9.252 0.27
H -32.325 21.112 7.660 0.25
H -29.938 21.604 7.155 0.26
H -29.891 22.831 8.384 0.25
O -21.076 12.302 15.159 -0.54
C -21.388 12.961 14.200 0.66
O -21.134 12.621 12.928 -0.31
C -21.104 13.862 12.227 -0.30
C -21.967 14.780 13.066 -0.26
O -21.849 14.184 14.311 -0.29
H -20.141 14.361 12.121 0.24
H -21.404 13.719 11.189 0.30
H -23.007 14.848 12.746 0.26
H -21.538 15.781 13.113 0.25
O -22.226 20.182 4.676 -0.55
C -21.010 19.960 4.517 0.67
O -20.070 20.128 5.468 -0.31
C -18.772 19.746 5.024 -0.30
C -18.971 19.638 3.528 -0.23
O -20.364 19.523 3.374 -0.33
H -18.048 20.516 5.290 0.27
H -18.329 18.853 5.464 0.25
H -18.371 18.750 3.329 0.25
H -18.515 20.358 2.849 0.28
Cl -21.641 31.613 8.692 -0.18
C -21.858 29.982 9.428 -0.38
C -20.363 29.366 9.368 -0.47
Cl -19.291 30.288 10.478 -0.18
H -22.538 29.401 8.805 0.28
H -22.244 30.124 10.437 0.30
H -19.989 29.448 8.347 0.32
H -20.244 28.308 9.601 0.32
Cl -22.681 19.395 17.479 -0.21
C -20.880 19.350 17.442 -0.42
C -20.242 20.442 18.191 -0.38
Cl -18.587 20.736 17.760 -0.19
H -20.625 19.319 16.383 0.30
H -20.613 18.355 17.798 0.31
H -20.293 20.200 19.252 0.30
H -20.664 21.445 18.140 0.29
Cl -14.369 27.471 15.974 -0.19
C -16.029 26.933 16.144 -0.48
C -16.961 27.879 16.884 -0.32
Cl -16.592 27.869 18.612 -0.18
H -15.888 26.047 16.764 0.29
H -16.385 26.691 15.143 0.31
H -17.953 27.436 16.803 0.24
H -16.999 28.907 16.523 0.33



# 8
15
Properties=species:S:1:pos:R:3:mulliken_charge:R:1 method="wB97M-V/def2-TZVPD" spin_multiplicity=1 e_above_lowest_kcal_mol=0.0 molar_mass_da=180.1 homo_lumo_gap_ev=9.3 energy_ha=-1000.5348 fmax_ev_per_a=1.62
C -0.728 0.487 -1.234 0.74
C 1.550 -0.295 -1.803 0.75
C 0.078 -0.663 -1.808 -0.70
N -0.550 1.458 2.695 -0.56
N -1.134 0.455 2.986 0.23
O -1.701 0.949 -1.746 -0.52
O 2.248 -0.266 -2.768 -0.51
O 0.571 -0.965 1.273 -0.53
O -0.246 0.969 -0.076 -0.32
O 2.005 0.029 -0.582 -0.39
S 1.047 0.309 0.809 0.71
H -0.059 -1.536 -1.163 0.36
H -0.261 -0.881 -2.820 0.26
H -1.976 0.443 3.607 0.22
H -0.843 -0.491 2.630 0.26



# 9
17
Properties=species:S:1:pos:R:3:mulliken_charge:R:1 method="wB97M-V/def2-TZVPD" spin_multiplicity=1 e_above_lowest_kcal_mol=45.6 molar_mass_da=102.1 smiles=C[C@@H](O)[C@H]1CCO1 homo_lumo_gap_ev=11.1 energy_ha=-346.9527 fmax_ev_per_a=0.33
C 0.962 1.305 -1.673 -1.41
C -0.109 0.393 -1.085 0.18
O -0.010 -0.928 -1.574 -0.57
C -0.095 0.365 0.442 0.17
C -1.253 -0.363 1.129 -0.74
C -0.145 -1.157 1.825 -0.32
O 0.858 -0.600 0.949 -0.52
H 0.890 1.308 -2.765 0.36
H 0.832 2.333 -1.314 0.36
H 1.965 0.966 -1.393 0.29
H -1.097 0.764 -1.389 0.34
H 0.644 -1.358 -0.998 0.37
H 0.117 1.361 0.854 0.41
H -1.918 0.238 1.752 0.32
H -1.829 -0.962 0.419 0.24
H -0.192 -2.249 1.759 0.27
H 0.038 -0.862 2.866 0.25